No. 1
C33H38FN3OS2W | ωB97M-V/def2-TZVPD

Each line ends with the Mulliken charge.
Positions of all 79 atoms, in Å:
W 0.20 -0.07 -0.23  0.5974
C 4.11 -1.83 3.44  -1.6786
C 3.72 -1.02 2.19  1.9407
C 4.55 0.26 2.12  -1.7883
C 3.86 -1.84 0.92  0.8551
C 5.14 -2.21 0.53  -0.5350
C 5.35 -2.98 -0.59  -1.3425
C 4.25 -3.39 -1.32  -1.3013
C 2.95 -3.05 -0.97  0.7450
C 1.85 -3.62 -1.84  0.4261
C 1.19 -2.51 -2.66  -1.3796
C 0.81 -4.42 -1.06  -1.3876
C 2.74 -2.23 0.16  -0.3507
N 1.45 -1.84 0.57  0.5835
C 0.93 -2.45 1.64  1.9453
C 1.49 -3.62 2.23  -1.4302
C 0.93 -4.24 3.32  -0.6862
C -0.24 -3.78 3.90  -0.7404
C -0.84 -2.66 3.34  -0.4064
C -0.27 -2.03 2.27  -0.5211
F -0.93 -0.91 1.80  -0.4906
H 4.01 -1.21 4.33  0.4533
H 5.15 -2.17 3.38  0.3344
H 3.47 -2.70 3.55  0.2880
H 2.68 -0.75 2.30  -0.9228
H 5.62 0.05 2.15  0.4379
H 4.30 0.92 2.95  0.3494
H 4.34 0.78 1.19  0.3755
H 5.99 -1.89 1.11  0.2901
H 6.35 -3.28 -0.88  0.3749
H 4.40 -4.02 -2.19  0.3364
H 2.34 -4.31 -2.55  0.6060
H 0.77 -1.78 -1.96  -0.1062
H 0.39 -2.92 -3.27  0.5353
H 1.91 -2.01 -3.29  0.4006
H 0.21 -3.76 -0.45  -0.0842
H 1.27 -5.17 -0.42  0.3751
H 0.14 -4.93 -1.76  0.5340
H 2.38 -4.03 1.78  0.5589
H 1.41 -5.13 3.72  0.3953
H -0.68 -4.26 4.76  0.3544
H -1.77 -2.26 3.73  0.4649
S -1.22 1.95 -0.74  -0.5051
C -0.41 2.72 -2.08  0.3608
C -1.03 3.77 -2.72  -0.9550
C -0.52 4.34 -3.90  0.3188
C -1.16 5.40 -4.53  -0.0398
N -1.70 6.29 -5.04  -0.6657
C 0.68 3.78 -4.46  0.2958
C 1.34 2.76 -3.76  -1.0994
C 0.82 2.23 -2.59  0.5302
S 1.68 0.90 -1.85  -0.3514
C 1.17 4.18 -5.70  0.0112
N 1.59 4.47 -6.73  -0.6712
H -1.95 4.16 -2.31  0.4908
H 2.25 2.35 -4.16  0.4723
C -1.44 -0.21 -3.21  -0.4694
O -1.97 -1.06 -2.23  -0.3885
C -1.40 -1.14 -0.99  1.1597
C -2.32 -2.08 -0.23  -1.1811
H -0.35 -0.10 -3.13  0.0333
H -1.90 0.78 -3.13  0.2706
H -1.69 -0.64 -4.19  0.3608
H -3.01 -2.56 -0.93  0.4031
H -2.90 -1.53 0.51  0.1721
H -1.76 -2.86 0.29  0.1771
C 1.36 3.54 1.02  -1.1558
C 0.67 2.50 1.90  0.8831
C 1.03 2.77 3.38  -1.7291
C 1.06 1.08 1.51  0.2221
H 1.03 4.55 1.27  0.4109
H 1.12 3.36 -0.02  0.0965
H 2.45 3.49 1.13  0.2566
H -0.41 2.63 1.81  0.1579
H 2.11 2.65 3.54  0.1807
H 0.51 2.07 4.03  0.3849
H 0.75 3.79 3.67  0.4822
H 0.97 0.47 2.42  0.0331
H 2.13 1.08 1.23  -0.3589

Output
molar mass	759.66	g mol⁻¹
spin multiplicity	3
charge	-2
E_tot	-2483.10217	hartree

=====

No. 2
C33H38GaN6 | ωB97M-V/def2-TZVPD

Each line ends with the Mulliken charge.
Positions of all 78 atoms, in Å:
C -3.27 5.22 2.30  -1.4044
C -4.75 5.44 2.09  1.0334
C -5.54 5.82 3.14  -0.8128
C -6.88 6.05 2.94  -0.4398
C -7.45 5.87 1.71  -0.6826
C -6.66 5.49 0.65  -0.4128
C -5.31 5.28 0.82  0.4989
C -4.45 4.90 -0.35  -1.1049
Ga -4.15 2.86 -0.55  -0.1341
N -5.45 1.99 0.63  -0.6014
H -3.02 5.29 3.36  0.3790
H -3.00 4.23 1.89  0.1667
H -2.69 5.98 1.76  0.2848
H -5.11 5.95 4.13  0.3122
H -7.45 6.38 3.81  0.3270
H -8.51 6.04 1.54  0.3473
H -7.07 5.35 -0.35  0.3642
H -3.48 5.39 -0.21  0.3260
H -4.92 5.27 -1.26  0.5300
H -2.63 2.52 -0.14  -0.1150
H -4.41 2.48 -2.11  -0.2918
H -5.54 2.57 1.46  0.1486
H -5.01 1.13 0.95  0.1941
N -0.52 1.79 1.60  -0.3169
C 0.13 1.64 0.45  -0.0725
C 1.07 0.64 0.23  -0.7830
C 1.34 -0.25 1.26  0.1545
C 0.67 -0.10 2.46  -0.5243
C -0.25 0.93 2.58  -0.3826
H -0.12 2.35 -0.33  0.4000
H 1.57 0.56 -0.72  0.3720
H 2.07 -1.04 1.13  0.4835
H 0.86 -0.78 3.29  0.3898
H -0.80 1.08 3.50  0.3450
N 3.09 -2.47 3.56  -0.2346
C 4.09 -1.64 3.27  0.1100
C 5.35 -1.72 3.84  -0.7347
C 5.59 -2.71 4.78  -0.2361
C 4.56 -3.58 5.11  -0.4039
C 3.34 -3.42 4.47  -0.3604
H 3.86 -0.88 2.53  0.3180
H 6.12 -1.02 3.56  0.3879
H 6.56 -2.80 5.26  0.3916
H 4.70 -4.36 5.84  0.3956
H 2.51 -4.08 4.69  0.3859
N 5.33 -6.89 1.14  -0.5721
C 5.61 -6.71 -0.15  -0.2613
C 5.25 -5.57 -0.86  -0.4179
C 4.56 -4.57 -0.19  -0.4233
C 4.26 -4.75 1.15  0.0652
C 4.67 -5.92 1.77  -0.2919
H 6.15 -7.52 -0.63  0.3430
H 5.51 -5.48 -1.91  0.3820
H 4.26 -3.67 -0.72  0.4900
H 3.72 -3.99 1.70  0.3010
H 4.45 -6.09 2.81  0.3856
N -1.44 2.23 -3.35  -0.1120
C -0.42 1.38 -3.44  0.1669
C 0.00 0.79 -4.63  -0.3531
C -0.69 1.10 -5.79  -0.3282
C -1.76 1.98 -5.71  -0.4465
C -2.09 2.52 -4.47  -0.3026
H 0.09 1.16 -2.51  -0.0676
H 0.84 0.11 -4.63  0.3571
H -0.40 0.66 -6.73  0.3616
H -2.32 2.25 -6.60  0.3634
H -2.91 3.21 -4.36  0.3488
N 1.77 -2.22 -3.72  -0.3693
C 1.93 -2.82 -4.89  -0.0742
C 1.84 -4.19 -5.07  -0.5503
C 1.58 -4.98 -3.97  -0.2174
C 1.41 -4.38 -2.74  -0.5551
C 1.51 -2.99 -2.66  -0.2485
H 2.14 -2.16 -5.73  0.3705
H 1.98 -4.63 -6.05  0.3650
H 1.50 -6.06 -4.07  0.3836
H 1.20 -4.96 -1.85  0.3992
H 1.38 -2.48 -1.72  0.5108

Output
molar mass	588.43	g mol⁻¹
charge	-1
E_tot	-3533.58238	hartree

=====

No. 3
C33H38Ge2NO5OsPS6Te | ωB97M-V/def2-TZVPD

Each line ends with the Mulliken charge.
Positions of all 88 atoms, in Å:
Os 0.98 -0.68 -0.40  2.6079
O -0.78 -0.18 0.78  -0.4852
C -1.51 -1.23 0.37  -0.8805
C -1.26 -2.57 0.75  0.9505
C -2.31 -3.40 1.19  -0.3091
C -2.18 -4.77 1.17  -0.3205
C -0.95 -5.35 0.84  -0.8726
C 0.13 -4.53 0.58  -0.4321
C 0.03 -3.16 0.63  0.2269
O 1.12 -2.39 0.67  -0.6120
N -3.29 -5.59 1.54  0.7569
O -3.25 -6.87 1.46  -0.4215
O -4.34 -4.95 1.88  -0.4279
H -2.42 -0.97 -0.20  0.3047
H -3.21 -2.94 1.65  0.4949
H -0.79 -6.43 0.80  0.4754
H 1.09 -5.00 0.43  0.3492
Te 3.13 0.08 0.30  0.1148
C 4.51 0.32 -1.33  0.1366
C 5.64 1.11 -1.10  -0.4072
C 6.53 1.17 -2.18  -0.5161
C 6.16 0.33 -3.21  -0.6278
S 4.62 -0.43 -2.92  0.1088
H 5.79 1.55 -0.12  0.4075
H 7.46 1.76 -2.22  0.3852
H 6.77 0.06 -4.07  0.4461
C 3.88 -4.43 0.88  -0.7780
S 4.24 -3.29 -0.49  0.1137
C 3.38 -3.77 -1.92  -0.1990
C 2.30 -3.16 -2.54  0.2847
S 1.69 -1.49 -2.24  -0.5399
S 1.61 -4.09 -3.85  -0.0529
C 2.83 -5.40 -3.94  0.0810
S 2.90 -6.62 -5.05  -0.1577
S 3.99 -5.23 -2.63  -0.0695
H 4.66 -4.27 1.64  0.3871
H 3.90 -5.49 0.58  0.3673
H 2.92 -4.19 1.35  0.0537
C -4.95 0.39 -0.22  -1.2246
Ge -3.82 1.98 -0.17  1.0464
C -4.79 3.31 0.88  -1.2397
C -3.76 2.64 -2.00  -1.3386
Ge -1.89 1.44 1.21  -1.0800
C -0.43 2.72 1.41  0.3879
C -0.62 4.07 1.05  -0.1760
C 0.41 5.00 1.19  -0.6293
C 1.63 4.65 1.75  -0.7304
C 1.81 3.31 2.11  -0.9951
C 0.81 2.35 1.96  0.3548
C -2.39 0.82 2.96  0.6279
C -1.38 0.23 3.75  0.1339
C -1.69 -0.21 5.04  -0.8531
C -2.98 0.00 5.56  -0.6248
C -3.99 0.51 4.72  -0.7169
C -3.69 0.94 3.43  0.0851
H -5.97 0.68 -0.56  0.4771
H -5.10 0.00 0.80  0.3661
H -4.54 -0.42 -0.85  0.4160
H -5.50 3.83 0.22  0.4804
H -4.15 4.07 1.36  0.3726
H -5.40 2.84 1.67  0.4536
H -4.76 3.07 -2.25  0.4174
H -3.58 1.79 -2.69  0.3600
H -2.99 3.40 -2.17  0.4601
H -1.60 4.42 0.73  0.2736
H 0.21 6.01 0.84  0.4415
H 2.41 5.38 1.97  0.4222
H 2.76 2.98 2.48  0.4966
H 1.03 1.31 2.26  0.4266
H -0.37 0.11 3.36  0.1170
H -0.92 -0.70 5.64  0.4447
H -3.24 -0.25 6.58  0.4037
H -5.05 0.49 5.04  0.3677
H -4.45 1.38 2.81  -0.0466
C -0.26 3.06 -2.94  -0.8340
P 1.06 1.95 -2.48  1.3111
C 1.53 1.09 -4.00  -1.4136
C 2.50 2.95 -2.06  -0.9911
O 0.56 0.96 -1.38  -0.8233
H 0.08 4.06 -3.19  0.4803
H -1.02 3.11 -2.16  -0.2955
H -0.81 2.63 -3.80  0.4356
H 1.39 1.77 -4.86  0.4835
H 0.91 0.18 -4.17  0.3574
H 2.56 0.74 -3.96  0.2422
H 3.42 2.58 -2.55  0.3048
H 2.74 2.88 -0.97  0.0684
H 2.36 4.00 -2.38  0.5531

Output
molar mass	1215.10	g mol⁻¹
spin multiplicity	6
charge	+1
E_tot	-8953.73900	hartree